1.
C5H8 | the ωB97M-V functional and the def2-TZVPD basis

Its energy above the lowest of the compared OMol25 structures with the same formula, charge and spin is 277.6 kJ/mol. As for the SMILES: C=C1CCC1.

Each line ends with the Löwdin charge.
Element x y z (Å)
C  0.24  1.52  -1.34  0.0006
C  0.07  0.63  -0.36  -0.3671
C  -1.09  -0.12  0.22  -0.1267
C  -0.08  -1.12  0.84  -0.1614
C  1.08  -0.16  0.45  -0.1391
H  -0.65  2.02  -1.71  0.0447
H  0.73  0.71  -1.92  0.0878
H  -1.76  -0.53  -0.56  0.1183
H  -1.68  0.49  0.91  0.1086
H  -0.02  -2.05  0.28  0.1032
H  -0.21  -1.33  1.90  0.0967
H  2.00  -0.56  0.01  0.1126
H  1.36  0.50  1.27  0.1217

=====

2.
C5H8 | the ωB97M-V functional and the def2-TZVPD basis

Its energy above the lowest of the compared OMol25 structures with the same formula, charge and spin is 394.0 kJ/mol.

Each line ends with the Löwdin charge.
Element x y z (Å)
C  0.98  0.87  0.38  -0.1693
C  0.87  -0.40  -0.50  -0.1307
C  -1.64  -1.43  -0.26  0.0714
C  -0.64  -0.44  -0.19  -0.4465
C  -0.52  0.76  0.76  -0.1347
H  1.22  1.78  -0.19  0.1004
H  1.68  0.80  1.22  0.0987
H  1.20  -0.31  -1.54  0.1089
H  1.34  -1.28  -0.06  0.1096
H  -1.20  -2.21  -0.92  0.0198
H  -1.44  -0.26  -1.05  0.1535
H  -1.13  1.64  0.53  0.1079
H  -0.72  0.46  1.79  0.1110

=====

Table of E_HOMO (eV), in record order: -8.4; -8.4
Table of frontier orbital gap (eV), in record order: 9.5; 9.3
Table of largest force on an atom (eV/A), in record order: 2.5; 0.5